[1]
2 unconnected molecules or ions with the total composition C3H10NO in a non-equilibrium geometry, computed with wB97M-V/def2-TZVPD.

Calculated values
LUMO (spin up / spin down) = 0.7 / 0.5 eV
HOMO-LUMO gap (spin up / spin down) = 0.17002 / 0.29085 Ha
2S+1 = 2
<S²> = 0.7544
Charge = 0
Relative energy (zero: lowest compared OMol25 entry of this formula, charge and spin) = 62.8 kcal/mol
Highest occupied orbital energy (spin up / spin down) = -4.0 / -7.4 eV

XYZ file:
```
15
Properties=species:S:1:pos:R:3:lowdin_charge:R:1
C -1.71797 0.98120 0.43956 -0.19
C -1.20293 -0.30822 -0.07946 -0.32
C -0.24858 -0.29747 -0.98171 -0.41
N 0.83672 -1.16431 -0.93257 0.06
H -1.44556 1.80610 -0.23333 0.06
H -2.81935 1.01535 0.56718 0.06
H -1.42797 1.33495 1.49536 0.07
H -1.66496 -1.36473 0.16981 0.10
H -0.05007 0.58506 -1.80437 0.13
H 1.44637 -1.13558 -1.79544 0.16
H 1.51587 -0.93854 -0.16579 0.10
H 0.48243 -2.09632 -0.83401 0.13
H 1.29986 0.53901 1.52127 0.06
H 2.84133 0.82419 1.46922 0.05
O 2.15481 0.21931 1.16427 -0.07
```

=====

[2]
2 unconnected molecules or ions with the total composition C3H10NO in a non-equilibrium geometry, computed with wB97M-V/def2-TZVPD.

Calculated values
LUMO (spin up / spin down) = 0.8 / 0.7 eV
HOMO-LUMO gap (spin up / spin down) = 0.16240 / 0.39387 Ha
2S+1 = 2
<S²> = 0.7504
Charge = 0
Relative energy (zero: lowest compared OMol25 entry of this formula, charge and spin) = 63.1 kcal/mol
Highest occupied orbital energy (spin up / spin down) = -3.6 / -10.0 eV

XYZ file:
```
15
Properties=species:S:1:pos:R:3:lowdin_charge:R:1
C -0.60318 -0.56813 -0.94298 -0.19
N -1.57014 -1.78804 -0.86984 -0.05
H 0.36410 -0.93398 -0.63236 0.03
H -1.09869 0.07057 -0.18465 0.05
H -0.49758 -0.14280 -1.94186 0.06
H -1.09018 -2.60991 -0.49817 0.04
H -2.34877 -1.48402 -0.26795 0.03
H -1.92115 -1.98916 -1.80960 0.05
C 0.73429 1.66591 1.71046 0.02
C 1.39185 0.76545 0.95778 -0.25
O 1.61517 1.06340 -0.42933 -0.10
H 0.48785 1.54255 2.75265 0.05
H 0.58110 2.64678 1.26699 0.07
H 1.90794 -0.16138 1.21063 0.11
H 2.04741 1.92278 -0.32177 0.09
```

=====

[3]
2 unconnected molecules or ions with the total composition C3H10NO in a non-equilibrium geometry, computed with wB97M-V/def2-TZVPD.

Calculated values
LUMO = -3.7 eV
HOMO-LUMO gap = 0.35333 Ha
Charge = +1
Relative energy (zero: lowest compared OMol25 entry of this formula, charge and spin) = 20.1 kcal/mol
Highest occupied orbital energy = -13.4 eV

XYZ file:
```
15
Properties=species:S:1:pos:R:3:lowdin_charge:R:1
C 0.82478 -1.83211 0.88615 0.08
C 0.71561 -0.51478 0.59937 -0.37
O -0.23663 0.28740 1.28976 -0.04
C 1.35940 0.22443 -0.59567 -0.03
H 1.44378 -2.41679 0.21205 0.08
H 0.40843 -2.43057 1.67384 0.07
H -0.63280 -0.36079 1.90008 0.14
H 2.43740 -0.00581 -0.69593 0.10
H 0.88381 -0.08250 -1.52425 0.08
H 1.27900 1.30239 -0.35197 0.09
N -1.70267 1.16398 -0.67292 0.28
H -1.13589 0.83392 0.21120 0.08
H -1.05588 1.44064 -1.42881 0.14
H -2.26739 0.40371 -1.00761 0.14
H -2.32094 1.98688 -0.49528 0.17
```

=====

[4]
2 unconnected molecules or ions with the total composition C3H10NO in a non-equilibrium geometry, computed with wB97M-V/def2-TZVPD.

Calculated values
LUMO = -5.1 eV
HOMO-LUMO gap = 0.40474 Ha
Charge = +1
Relative energy (zero: lowest compared OMol25 entry of this formula, charge and spin) = 32.6 kcal/mol
Highest occupied orbital energy = -16.1 eV

XYZ file:
```
15
Properties=species:S:1:pos:R:3:lowdin_charge:R:1
C -1.20436 0.92386 -1.46577 -0.10
C 0.07019 0.98342 -0.63419 -0.20
C 0.74568 -1.34527 -0.74220 0.18
N 0.63709 -0.23902 -0.14294 0.03
H -1.06600 0.53255 -2.47942 0.08
H -2.15404 0.50952 -1.04099 0.10
H -1.62381 1.90487 -1.76619 0.10
H 0.72735 1.53777 -1.33418 0.15
H -0.20929 1.66598 0.18883 0.14
H 0.88347 -2.33378 -0.21751 0.15
H 0.40842 -1.59519 -1.75367 0.13
H 1.09056 -0.08955 0.76703 0.15
H 0.19474 0.24279 3.18994 0.07
H -0.82747 -0.79343 2.70202 0.07
O 0.02604 -0.40101 2.49414 -0.04
```

=====

[5]
2 unconnected molecules or ions with the total composition C3H10NO in a non-equilibrium geometry, computed with wB97M-V/def2-TZVPD.

Calculated values
LUMO = -3.6 eV
HOMO-LUMO gap = 0.41081 Ha
Charge = +1
Relative energy (zero: lowest compared OMol25 entry of this formula, charge and spin) = 46.3 kcal/mol
Highest occupied orbital energy = -14.7 eV

XYZ file:
```
15
Properties=species:S:1:pos:R:3:lowdin_charge:R:1
C 2.28569 0.63233 -1.22568 -0.09
O 1.65321 0.11970 -0.00456 -0.19
H 2.82754 1.51547 -1.02166 0.07
H 2.81186 -0.15370 -1.75332 0.08
H 1.44424 0.83410 -1.91739 0.09
H 2.38377 -0.24625 0.59292 0.12
C -1.93931 -0.35562 0.19600 -0.13
C -1.89627 0.96227 0.52394 0.10
N -0.79154 -1.17034 0.61403 0.15
H -2.75621 -0.97159 -0.18636 0.13
H -2.43602 1.71576 -0.07098 0.10
H -1.13177 1.34103 1.17544 0.07
H -0.27335 -0.83270 1.39726 0.14
H -1.03546 -2.23163 0.78314 0.23
H -0.22012 -1.16962 -0.22633 0.14
```

=====

[6]
2 unconnected molecules or ions with the total composition C3H10NO, computed with wB97M-V/def2-TZVPD.

Calculated values
LUMO = -4.9 eV
HOMO-LUMO gap = 0.37049 Ha
Charge = +1
Relative energy (zero: lowest compared OMol25 entry of this formula, charge and spin) = 28.4 kcal/mol
Highest occupied orbital energy = -15.0 eV

XYZ file:
```
15
Properties=species:S:1:pos:R:3:lowdin_charge:R:1
C -1.52065 -0.97999 -0.47379 0.01
C 0.17867 -1.35707 1.21774 0.17
N -0.72817 -0.63546 0.71124 0.00
H -1.55424 -0.10334 -1.11504 0.10
H -2.54345 -1.23008 -0.20307 0.11
H -1.08205 -1.82745 -0.99356 0.11
H 0.36358 -2.34935 0.82510 0.13
H 0.77031 -0.98810 2.04501 0.13
H -0.74174 0.36809 0.91467 0.15
C 1.39554 1.12374 -1.13186 -0.10
O 0.54439 1.54254 -0.04052 -0.15
H 2.23913 1.79943 -1.21963 0.09
H 1.74406 0.12055 -0.89517 0.07
H 0.82922 1.07926 -2.06154 0.09
H 0.49810 2.49695 -0.12086 0.10
```

=====

[7]
2 unconnected molecules or ions with the total composition C3H10NO in a non-equilibrium geometry, computed with wB97M-V/def2-TZVPD.

Calculated values
LUMO (spin up / spin down) = -10.4 / -15.3 eV
HOMO-LUMO gap (spin up / spin down) = 0.36156 / 0.17742 Ha
2S+1 = 2
<S²> = 0.7555
Charge = +2
Relative energy (zero: lowest compared OMol25 entry of this formula, charge and spin) = 134.5 kcal/mol
Highest occupied orbital energy (spin up / spin down) = -20.3 / -20.1 eV

XYZ file:
```
15
Properties=species:S:1:pos:R:3:lowdin_charge:R:1
C -1.59904 1.93887 -0.12124 0.11
O -1.48518 0.94324 0.97956 0.21
H -2.58287 2.43920 -0.08171 0.18
H -1.49851 1.40395 -1.05139 0.12
H -0.78125 2.68183 -0.00021 0.18
H -1.45354 1.52200 1.78757 0.20
C 1.73301 -0.89311 -0.96083 0.00
C 0.29661 -1.85327 0.79804 0.25
N 0.72236 -0.81166 0.08180 -0.03
H 2.71932 -0.56752 -0.58386 0.14
H 1.87494 -1.89740 -1.37486 0.12
H 1.42396 -0.30172 -1.82671 0.11
H 0.18324 -2.79069 0.24668 0.14
H 0.41905 -1.77498 1.86567 0.14
H 0.02790 -0.03874 0.24147 0.13
```

=====

[8]
2 unconnected molecules or ions with the total composition C3H10NO2 in a non-equilibrium geometry, computed with wB97M-V/def2-TZVPD.

Calculated values
LUMO = 4.1 eV
HOMO-LUMO gap = 0.24155 Ha
Charge = -1
Relative energy (zero: lowest compared OMol25 entry of this formula, charge and spin) = 38.3 kcal/mol
Highest occupied orbital energy = -2.5 eV

XYZ file:
```
16
Properties=species:S:1:pos:R:3:lowdin_charge:R:1
C 0.36353 -1.48697 0.50205 -0.18
N -0.07209 -0.04411 0.43784 -0.14
C -0.01449 0.46801 -0.99305 -0.22
C 1.39399 1.19266 -1.10587 -0.56
O 2.31436 0.35982 -0.64940 -0.36
H 0.03509 -2.02002 1.48029 0.07
H 1.40236 -1.70156 0.39835 0.03
H -0.11018 -2.20483 -0.24452 0.07
H 0.63618 0.41460 1.03353 0.09
H -0.92815 1.03283 -1.14474 0.07
H 0.01156 -0.37899 -1.65889 0.08
H 1.34832 2.08077 -0.38196 0.07
H 1.64393 1.57420 -2.20544 0.09
H -3.07726 -0.40763 1.41531 0.01
H -2.00359 0.62150 1.40234 0.02
O -2.94357 0.49973 1.71417 -0.12
```

=====

[9]
2 unconnected molecules or ions with the total composition C3H10NO2 in a non-equilibrium geometry, computed with wB97M-V/def2-TZVPD.

Calculated values
LUMO = 4.0 eV
HOMO-LUMO gap = 0.28430 Ha
Charge = -1
Relative energy (zero: lowest compared OMol25 entry of this formula, charge and spin) = 7.3 kcal/mol
Highest occupied orbital energy = -3.7 eV

XYZ file:
```
16
Properties=species:S:1:pos:R:3:lowdin_charge:R:1
C -0.65236 -0.33556 0.24995 -0.36
N -0.09624 0.88121 0.78507 -0.08
C 1.26714 1.17291 0.18940 -0.47
O 1.38670 1.05540 -1.14401 -0.26
C -2.09203 -0.60062 0.72312 -0.12
H -0.01013 -1.16127 0.55205 0.10
H -0.64794 -0.35734 -0.84703 0.10
H -0.65467 1.67661 0.47710 0.08
H 1.46671 2.21106 0.50598 0.08
H 1.93550 0.49767 0.75655 0.09
H -2.12828 -0.66094 1.80900 0.06
H -2.64818 0.30158 0.44557 0.06
H -2.45621 -1.44041 0.14094 0.06
H 1.45760 -1.82598 -1.58046 -0.05
H 1.68038 -0.21355 -1.42520 -0.04
O 2.19201 -1.20078 -1.63804 -0.26
```

=====

[10]
2 unconnected molecules or ions with the total composition C3H10NO2 in a non-equilibrium geometry, computed with wB97M-V/def2-TZVPD.

Calculated values
LUMO = 4.1 eV
HOMO-LUMO gap = 0.25247 Ha
Charge = -1
Relative energy (zero: lowest compared OMol25 entry of this formula, charge and spin) = 37.8 kcal/mol
Highest occupied orbital energy = -2.8 eV

XYZ file:
```
16
Properties=species:S:1:pos:R:3:lowdin_charge:R:1
C 1.15458 -0.59841 1.07682 -0.15
N 0.19493 0.20604 0.25956 -0.18
C 0.15533 -0.28189 -1.19914 -0.24
C -0.83790 -1.41862 -1.28240 -0.52
O -1.96934 -1.09422 -0.60280 -0.37
H 1.75370 -1.13162 0.36193 0.04
H 1.86655 0.07649 1.58019 0.06
H 0.60416 -1.33972 1.68476 0.08
H -0.75854 -0.21853 0.41684 0.06
H -0.17981 0.72481 -1.48580 0.09
H 1.22133 -0.37342 -1.55161 0.10
H -1.03096 -1.77517 -2.31632 0.08
H -0.31436 -2.27610 -0.75099 0.08
H 0.53071 1.92742 1.06745 -0.01
H 0.33384 3.02151 2.01330 0.02
O 0.94588 2.80152 1.28847 -0.13
```

=====

[11]
2 unconnected molecules or ions with the total composition C3H10NO2 in a non-equilibrium geometry, computed with wB97M-V/def2-TZVPD.

Calculated values
LUMO = 4.0 eV
HOMO-LUMO gap = 0.24369 Ha
Charge = -1
Relative energy (zero: lowest compared OMol25 entry of this formula, charge and spin) = 39.2 kcal/mol
Highest occupied orbital energy = -2.6 eV

XYZ file:
```
16
Properties=species:S:1:pos:R:3:lowdin_charge:R:1
C -0.60269 0.58314 -0.86870 -0.30
C -0.02446 -0.84297 -0.66106 -0.17
C 1.64009 -0.68701 -1.03362 -0.53
O 2.06955 0.53678 -1.17664 -0.34
N -1.50132 0.96491 0.29103 -0.03
H -1.09616 0.55642 -1.84123 0.09
H 0.32812 1.17837 -0.91935 0.07
H -0.03742 -1.21398 0.34881 0.05
H -0.32965 -1.47076 -1.49717 0.06
H 1.79433 -1.28052 -1.96897 0.05
H 2.12245 -1.34254 -0.21171 0.07
H -1.51790 1.98025 0.25199 0.05
H -2.37577 0.53634 0.01312 0.05
H -0.91274 -0.54979 2.04367 -0.02
H -1.44354 0.43356 2.93055 0.00
O -1.06987 -0.44036 2.98860 -0.09
```

=====

[12]
A gas-phase ion, C3H10NO2 (charge +1) in a non-equilibrium geometry, computed with wB97M-V/def2-TZVPD.

Calculated values
LUMO = -3.6 eV
HOMO-LUMO gap = 0.45374 Ha
Structure (SMILES) = C[C@H](O)[NH2+]CO
Charge = +1
Relative energy (zero: lowest compared OMol25 entry of this formula, charge and spin) = 50.1 kcal/mol
Highest occupied orbital energy = -15.9 eV

XYZ file:
```
16
Properties=species:S:1:pos:R:3:lowdin_charge:R:1
C -1.83659 0.65257 0.89470 -0.01
C -0.70599 0.43475 -0.13397 -0.44
O -1.02974 -0.03854 -1.34967 -0.01
N 0.52277 -0.40707 0.45502 0.11
C 1.60892 -0.49512 -0.68072 -0.21
O 2.78615 -0.98948 -0.18580 0.05
H -2.50481 -0.22975 0.89917 0.10
H -2.33649 1.48900 0.39681 0.10
H -1.48965 0.96467 1.91358 0.11
H -0.30592 1.51040 -0.45607 0.20
H -1.69196 -0.82488 -1.42758 0.19
H 0.83704 0.33540 1.16682 0.20
H 0.33632 -1.43113 0.76574 0.22
H 1.09741 -1.14105 -1.40928 0.14
H 1.49156 0.45286 -1.15085 0.12
H 3.22097 -0.28264 0.30209 0.12
```

=====

[13]
3 unconnected molecules or ions with the total composition C3H10NO2 in a non-equilibrium geometry, computed with wB97M-V/def2-TZVPD.

Calculated values
LUMO = -5.4 eV
HOMO-LUMO gap = 0.33643 Ha
Charge = +1
Relative energy (zero: lowest compared OMol25 entry of this formula, charge and spin) = 63.1 kcal/mol
Highest occupied orbital energy = -14.6 eV

XYZ file:
```
16
Properties=species:S:1:pos:R:3:lowdin_charge:R:1
C -0.22475 -1.05552 -0.69653 -0.14
C -0.65774 -1.89453 -1.63505 0.09
C 2.07444 -1.49096 -0.08944 0.21
N 0.87123 -1.17195 0.23593 0.06
H -0.73169 -0.11006 -0.63096 0.10
H -0.55216 -2.96880 -1.76182 0.08
H -1.29805 -1.43083 -2.38381 0.09
H 2.83894 -1.03560 0.53023 0.13
H 2.17082 -2.29390 -0.81305 0.14
H 0.69444 -0.55271 1.02330 0.16
H -1.90426 1.76881 2.31131 0.05
H -2.44201 3.11887 1.98425 0.06
O -1.82863 2.46352 1.66114 -0.03
H -0.59987 2.07448 0.15199 0.03
H 0.63718 2.64126 -0.23355 0.06
O 0.29563 1.74738 -0.09515 -0.08
```

=====

[14]
2 unconnected molecules or ions with the total composition C3H10NO2 in a non-equilibrium geometry, computed with wB97M-V/def2-TZVPD.

Calculated values
LUMO = -3.1 eV
HOMO-LUMO gap = 0.44823 Ha
Charge = +1
Relative energy (zero: lowest compared OMol25 entry of this formula, charge and spin) = 20.8 kcal/mol
Highest occupied orbital energy = -15.3 eV

XYZ file:
```
16
Properties=species:S:1:pos:R:3:lowdin_charge:R:1
O 0.71867 -0.70284 -1.80362 0.05
C 1.65344 -1.38127 -1.45645 -0.35
O 1.48432 -2.59251 -0.93700 0.10
H 2.70189 -1.01152 -1.49711 0.16
H 2.14030 -3.20661 -1.31090 0.14
C -0.78574 -0.17372 1.38841 -0.02
N -0.26846 0.74976 0.36651 -0.06
C -1.22138 1.92618 0.08342 0.05
H -1.86128 -0.15411 1.41300 0.10
H -0.35186 -1.14906 1.24639 0.10
H -0.51316 0.17281 2.40401 0.12
H -0.14042 0.18472 -0.49732 0.10
H 0.69188 1.04615 0.59283 0.18
H -2.02914 1.49189 -0.55130 0.12
H -0.66266 2.63016 -0.51983 0.10
H -1.55641 2.16998 1.07895 0.10
```

=====

[15]
2 unconnected molecules or ions with the total composition C3H10NO2 in a non-equilibrium geometry, computed with wB97M-V/def2-TZVPD.

Calculated values
LUMO = -3.6 eV
HOMO-LUMO gap = 0.38231 Ha
Charge = +1
Relative energy (zero: lowest compared OMol25 entry of this formula, charge and spin) = 25.9 kcal/mol
Highest occupied orbital energy = -14.0 eV

XYZ file:
```
16
Properties=species:S:1:pos:R:3:lowdin_charge:R:1
C -1.09707 -0.66493 0.81499 -0.15
C 0.30142 -0.95500 1.38493 -0.12
C 1.51054 -0.85352 0.41508 -0.22
O 1.52695 -0.45689 -0.71718 0.06
N -1.10424 0.69153 0.25318 0.18
H -1.47233 -1.49834 0.14872 0.17
H -1.72850 -0.63220 1.70889 0.13
H 0.56271 -0.24942 2.16665 0.12
H 0.40090 -1.92366 1.87795 0.13
H 2.47967 -1.20818 0.84272 0.14
H -2.09207 0.97296 -0.01565 0.20
H -0.80652 1.42674 0.93132 0.19
H -0.55822 0.88873 -0.60234 0.13
H 1.38396 1.23194 -2.97980 0.03
H 0.18309 1.79416 -3.52417 0.04
O 0.50970 1.43610 -2.70529 -0.04
```

=====

Q: Which E_tot values were calculated for the entries above? A: -6806.02145, -6806.01022, -6803.43709, -6802.89567, -6802.30384, -6803.07720, -6786.15737, -8857.13269, -8858.47741, -8857.15433, -8857.09520, -8850.16883, -8849.60324, -8851.44012, -8851.21709, in eV.